Computed, not measured: a molecular structure, C13H43BrGaN14O6, with ωB97M-V/def2-TZVPD.

XYZ file:
```
78
C13H43BrGaN14O6, DFT ωB97M-V/def2-TZVPD
C -0.683 1.694 5.325
C 0.399 2.447 4.560
C 1.692 1.661 4.475
Br 2.950 2.787 3.400
Ga 1.553 -0.208 3.600
C 1.932 -1.733 4.915
C 1.287 -1.603 6.312
N 0.057 -2.385 6.494
C -0.253 -0.515 2.618
C 0.070 -0.846 1.164
N 0.737 0.333 0.556
H -1.233 1.006 4.694
H -0.277 1.153 6.178
H -1.408 2.410 5.707
H 0.558 3.412 5.044
H 0.076 2.678 3.546
H 2.172 1.623 5.447
H 2.709 -0.289 2.473
H 3.013 -1.779 5.039
H 1.613 -2.684 4.490
H 1.989 -1.979 7.061
H 1.087 -0.569 6.585
H -0.703 -1.962 5.975
H 0.222 -3.316 6.129
H -0.770 -1.336 3.107
H -0.874 0.384 2.603
H -0.809 -1.125 0.581
H 0.802 -1.655 1.193
H 0.527 0.338 -0.438
H 0.338 1.174 0.962
C 0.780 3.284 -1.741
O -0.254 3.595 -1.159
N 1.837 2.696 -1.145
N 0.934 3.511 -3.089
H 2.661 2.414 -1.644
H 1.772 2.489 -0.161
H 0.181 3.964 -3.569
H 1.755 3.241 -3.598
C -3.136 0.908 -2.904
O -3.924 0.559 -2.032
N -2.078 1.727 -2.661
N -3.265 0.501 -4.202
H -1.430 2.006 -3.372
H -1.927 2.058 -1.722
H -4.030 -0.109 -4.416
H -2.635 0.774 -4.938
C 3.029 -0.638 -2.576
O 2.988 0.564 -2.818
N 3.544 -1.535 -3.478
N 2.589 -1.158 -1.411
H 3.599 -2.520 -3.303
H 3.884 -1.171 -4.347
H 2.194 -0.526 -0.727
H 2.650 -2.133 -1.181
C -1.585 0.526 -7.962
O -1.721 0.417 -6.756
N -2.238 1.482 -8.687
N -0.769 -0.303 -8.676
H -2.141 1.590 -9.679
H -2.844 2.104 -8.185
H -0.278 -1.013 -8.164
H -0.639 -0.236 -9.667
C -7.771 -0.838 -0.965
O -7.662 -1.931 -0.435
N -9.001 -0.244 -1.138
N -6.713 -0.121 -1.426
H -9.127 0.653 -1.565
H -9.802 -0.746 -0.807
H -5.788 -0.500 -1.314
H -6.801 0.777 -1.861
C 5.229 -3.075 2.045
O 4.502 -2.936 1.080
N 5.920 -4.247 2.262
N 5.439 -2.111 2.988
H 6.523 -4.398 3.047
H 5.791 -4.983 1.595
H 4.939 -1.239 2.898
H 6.045 -2.244 3.774
```

Its net charge is -1. For the HOMO-LUMO gap, the calculation gives 6.1 eV. As for the multiplicity: 1.

---

Computed, not measured: 7 unconnected molecules or ions with the total composition C13H44ClNO21P4, with ωB97M-V/def2-TZVPD.

XYZ file:
```
84
C13H44ClNO21P4, DFT ωB97M-V/def2-TZVPD
N 1.304 4.180 -2.696
H 0.990 3.283 -3.059
H 2.153 4.349 -3.237
H 1.650 4.191 -1.720
H 0.703 4.977 -2.881
Cl 0.683 0.343 -2.067
O 1.706 0.675 -1.085
O 0.704 1.313 -3.153
O 0.770 -1.040 -2.525
O -0.610 0.515 -1.466
C 3.684 0.551 4.293
O 4.130 -0.314 3.284
P 3.388 -1.771 3.024
O 3.292 -2.602 4.219
O 4.144 -2.388 1.728
C 3.359 -2.894 0.690
O 1.916 -1.424 2.465
C 1.574 -0.328 1.609
H 3.369 1.533 3.929
H 4.549 0.819 4.906
H 2.910 0.260 5.005
H 2.395 -3.303 0.985
H 3.848 -3.725 0.172
H 3.238 -2.217 -0.161
H 1.402 -0.706 0.604
H 2.461 0.309 1.620
H 0.813 0.203 2.177
C -1.039 -2.013 1.390
O -2.012 -2.849 0.797
P -1.849 -4.455 0.821
O -2.987 -5.211 0.277
O -0.442 -4.733 0.101
C -0.180 -5.901 -0.673
O -1.553 -4.679 2.378
C -1.303 -6.029 2.849
H -1.437 -1.162 1.943
H -0.397 -1.481 0.679
H -0.293 -2.529 1.997
H -0.454 -5.596 -1.683
H -0.844 -6.739 -0.453
H 0.872 -6.133 -0.536
H -1.382 -6.761 2.046
H -1.921 -6.269 3.710
H -0.258 -6.106 3.156
C 4.381 2.077 0.006
O 3.971 2.966 1.021
P 2.641 3.807 0.982
O 2.434 4.532 -0.307
O 1.447 2.766 1.242
C 0.086 3.122 1.058
O 2.641 4.747 2.271
C 1.856 5.917 2.372
H 4.299 1.079 0.437
H 5.406 2.257 -0.314
H 3.781 2.088 -0.905
H 0.060 3.630 0.094
H -0.137 3.884 1.812
H -0.591 2.290 1.229
H 2.422 6.682 2.904
H 1.011 5.776 3.049
H 1.539 6.219 1.375
C -5.929 3.009 -3.513
O -4.843 2.556 -2.740
P -4.901 2.270 -1.184
O -5.864 3.114 -0.386
O -5.057 0.687 -1.137
C -3.994 -0.185 -1.510
O -3.404 2.490 -0.734
C -2.963 3.834 -0.578
H -5.940 4.098 -3.606
H -6.885 2.657 -3.129
H -5.804 2.705 -4.553
H -3.058 -0.026 -0.971
H -3.674 -0.050 -2.546
H -4.276 -1.231 -1.409
H -2.157 3.991 -1.298
H -2.556 4.093 0.400
H -3.735 4.582 -0.756
C -1.005 -5.056 -4.128
O 0.007 -4.134 -4.058
H -1.845 -4.687 -3.528
H -1.356 -5.153 -5.163
H -0.854 -6.101 -3.833
H -0.200 -3.444 -3.425
```

For the HOMO-LUMO gap, the calculation gives 9.1 eV. As for the multiplicity: 1. The relative energy (zero: lowest compared OMol25 entry of this formula, charge and spin) comes out at 72.88 kcal per mole.

---

Computed, not measured: a molecular structure, C13H44F3HfN2O18S2, with ωB97M-V/def2-TZVPD.

XYZ file:
```
83
C13H44F3HfN2O18S2, DFT ωB97M-V/def2-TZVPD
Hf -4.517 1.702 -2.310
S -6.015 -0.670 -0.165
O -5.672 -2.072 -0.032
O -5.658 0.126 1.003
O -5.195 -0.124 -1.306
O -7.416 -0.517 -0.595
C -0.686 -0.236 -0.156
F 0.545 -0.662 -0.034
F -1.569 -1.045 0.393
F -0.804 0.946 0.450
S -1.209 0.021 -1.970
O -1.477 -1.310 -2.433
O -2.432 0.862 -1.988
O -0.103 0.720 -2.580
C 4.359 -2.709 -5.079
O 3.498 -1.608 -4.913
C 4.100 -0.486 -4.298
C 3.014 0.487 -3.981
N 3.412 1.884 -3.848
C 3.589 2.294 -2.458
C 3.835 3.790 -2.361
O 5.016 4.104 -3.067
C 5.393 5.457 -3.015
H 4.698 -3.056 -4.099
H 5.130 -2.449 -5.809
H 3.832 -3.545 -5.540
H 4.951 -0.014 -4.802
H 4.549 -0.926 -3.393
H 2.338 0.180 -3.188
H 2.428 0.482 -4.911
H 4.140 2.219 -4.459
H 4.405 1.737 -1.982
H 2.723 2.122 -1.816
H 3.944 4.065 -1.306
H 2.932 4.283 -2.735
H 5.413 5.869 -2.001
H 4.681 6.078 -3.570
H 6.370 5.649 -3.452
C -0.314 1.737 3.325
O -0.681 0.382 3.163
C -1.962 0.097 3.736
C -2.017 -1.357 4.083
N -1.060 -1.676 5.167
C -0.597 -3.032 5.064
C 0.292 -3.501 6.210
O 1.462 -2.683 6.364
C 2.411 -3.185 7.286
H -1.179 2.399 3.254
H 0.498 1.958 2.631
H 0.185 1.849 4.295
H -2.700 0.355 2.968
H -2.211 0.676 4.632
H -1.744 -1.875 3.155
H -3.012 -1.692 4.368
H -0.248 -1.077 5.241
H -0.007 -3.200 4.149
H -1.342 -3.828 4.967
H 0.672 -4.502 5.991
H -0.231 -3.500 7.171
H 2.487 -4.276 7.260
H 2.309 -2.944 8.348
H 3.336 -2.742 6.920
O -4.047 1.750 0.189
H -4.740 1.235 0.706
H -3.637 2.347 0.830
O 0.703 3.107 -3.402
H 1.533 2.883 -3.865
H 0.273 2.252 -3.218
O -4.143 -2.631 -2.647
H -4.535 -2.640 -1.754
H -3.189 -2.558 -2.499
O -3.115 3.423 -1.614
H -3.113 4.049 -0.873
H -2.245 3.535 -2.046
O -3.767 -3.108 1.419
H -3.047 -3.205 0.794
H -4.421 -2.515 0.971
O 1.337 -1.653 2.377
H 0.910 -0.869 2.747
H 0.763 -1.920 1.659
O -4.196 -0.139 -3.750
H -3.950 -0.323 -4.670
H -4.261 -1.051 -3.299
```

Its net charge is +1. For the HOMO-LUMO gap, the calculation gives 1.5 eV. As for the multiplicity: 1.

---

Computed, not measured: 9 unconnected molecules or ions with the total composition C13H44N10O13, with ωB97M-V/def2-TZVPD.

XYZ file:
```
80
C13H44N10O13, DFT ωB97M-V/def2-TZVPD
N -4.644 -1.043 -0.146
C -4.500 -0.405 -1.255
N -3.814 0.706 -1.154
O -5.103 -0.620 -2.281
H -4.477 -0.645 0.768
H -5.171 -1.905 -0.161
H -3.193 0.751 -0.359
H -3.561 1.164 -2.018
N -0.264 3.494 0.809
C -1.159 4.473 1.024
N -2.294 4.098 0.525
O -0.978 5.543 1.572
H 0.649 3.561 1.236
H -0.530 2.821 0.105
H -3.091 4.701 0.378
H -2.276 3.254 -0.030
N -3.754 1.417 3.763
C -3.972 1.555 2.491
N -4.990 2.313 2.464
O -3.302 1.149 1.554
H -2.834 1.025 3.909
H -4.373 1.701 4.508
H -5.702 2.248 3.178
H -5.323 2.482 1.526
N 3.714 -1.273 5.071
C 2.937 -0.422 4.538
N 2.089 -0.971 3.709
O 3.044 0.758 4.703
H 3.641 -2.236 4.775
H 4.406 -0.936 5.725
H 1.362 -0.460 3.229
H 2.109 -1.979 3.654
N -1.671 0.205 -5.324
C -0.461 0.287 -4.852
N 0.411 -0.305 -5.645
O -0.130 0.747 -3.814
H -2.370 0.661 -4.754
H -1.976 -0.118 -6.231
H 1.352 -0.366 -5.282
H 0.167 -0.348 -6.624
O -0.802 1.118 -0.876
C -0.130 -0.164 -0.785
C 0.406 -0.213 0.651
O -0.732 -0.426 1.518
H -0.926 1.430 -1.775
H -0.796 -0.984 -1.053
H 0.616 -0.203 -1.579
H 0.788 0.751 0.989
H 1.087 -1.053 0.782
H -1.289 0.275 1.172
O -1.137 -3.075 2.521
C -0.271 -3.916 1.820
C -0.433 -3.842 0.261
O -1.802 -3.826 -0.081
H -0.918 -2.223 2.136
H 0.775 -3.671 2.002
H -0.492 -4.863 2.315
H 0.008 -4.655 -0.316
H 0.033 -2.952 -0.162
H -2.167 -3.183 0.531
O 2.906 -3.253 0.528
C 4.160 -3.820 0.845
C 4.965 -4.034 -0.478
O 5.474 -2.844 -1.043
H 3.232 -2.412 0.201
H 4.816 -3.163 1.417
H 4.032 -4.748 1.402
H 4.427 -4.594 -1.243
H 5.790 -4.636 -0.097
H 5.925 -3.133 -1.839
O 1.752 2.601 -3.952
C 1.862 2.888 -2.527
C 2.833 3.994 -2.119
O 2.267 5.241 -2.513
H 1.160 1.847 -4.002
H 0.861 3.124 -2.166
H 2.094 1.966 -1.993
H 3.815 3.808 -2.553
H 2.963 3.866 -1.045
H 2.883 5.897 -2.179
```

For the HOMO-LUMO gap, the calculation gives 9.5 eV. As for the multiplicity: 1. Its SMILES is NC(N)=O.NC(N)=O.NC(N)=O.NC(N)=O.NC(N)=O.OCCO.OCCO.OCCO.OCCO. The relative energy (zero: lowest compared OMol25 entry of this formula, charge and spin) comes out at 0.00 kcal per mole.